[1]
17
Properties=species:S:1:pos:R:3:forces:R:3:mulliken_charge:R:1 method="wB97M-V/def2-TZVPD" gap_ev="8.08 / 7.04" spin_multiplicity=1 largest_force_ev_per_a=5.135 e_above_lowest_kj_mol=709.12
C 1.7131 -1.0516 0.1300 -1.68 -4.77 0.91 -0.500
C 0.4652 -1.7279 0.0972 1.47 4.23 0.09 -0.535
C -2.4865 0.3903 0.3942 -0.81 -1.20 -2.53 -0.206
C 2.0649 0.3475 -0.0563 1.13 0.11 -1.98 0.174
C 1.0185 1.3063 -0.3927 -1.70 2.84 -0.29 -0.129
C -0.8275 -1.1363 -0.2699 -0.28 1.86 0.33 0.447
C -0.4933 0.8877 -0.4625 3.77 -0.29 -0.58 0.317
O -1.9524 -0.9365 0.5875 1.60 0.40 -0.59 -0.377
O -1.4726 1.3776 0.2607 -0.46 0.33 1.77 -0.383
O 1.6495 1.2862 0.8725 -0.58 0.21 1.86 -0.418
O -0.8078 -0.1362 -1.2754 -0.45 -0.80 -1.32 -0.372
H 2.5053 -1.7989 0.4619 -0.66 1.39 -0.67 0.240
H 0.3717 -2.7166 0.3900 0.36 -1.80 0.72 0.452
H -3.0254 0.4068 -0.6110 0.34 -0.17 1.37 0.311
H -3.1581 0.5711 1.2081 -0.02 0.42 0.46 0.289
H 3.0747 0.6113 -0.4744 -0.94 -0.76 0.37 0.360
H 1.3608 2.3190 -0.8598 -1.12 -2.02 0.09 0.329

=====

[2]
13
Properties=species:S:1:pos:R:3:forces:R:3:mulliken_charge:R:1 method="wB97M-V/def2-TZVPD" total_charge=+1 gap_ev=9.04 smiles="SN1C=[NH+]CC1" spin_multiplicity=1 largest_force_ev_per_a=7.241 e_above_lowest_kj_mol=244.62
S 0.6084 2.2554 1.7307 -0.30 -0.19 -0.19 -0.067
N 0.4193 0.9818 0.6337 4.21 -5.25 1.47 -0.102
C 1.3358 -0.3223 0.7490 -1.93 6.95 -0.66 -0.048
N 0.7493 -1.2429 0.1282 1.27 -1.38 -0.29 -0.030
C -0.5925 -0.9097 -0.4141 -0.19 -3.21 1.27 -0.366
C -0.7495 0.5671 -0.0354 -4.04 0.40 -1.77 -0.362
H 0.7911 3.0519 0.6925 0.30 0.99 0.04 0.179
H 2.3987 -0.1455 1.0326 -1.07 -0.72 0.27 0.391
H 1.2628 -2.1210 -0.0154 -0.68 0.23 -0.16 0.255
H -1.2063 -1.7503 0.1384 0.25 2.19 -1.07 0.280
H -0.5754 -1.2274 -1.4678 -0.18 0.71 0.24 0.290
H -0.9598 1.1785 -0.9528 0.82 -0.47 0.41 0.288
H -1.7708 0.7212 0.4458 1.56 -0.27 0.45 0.292

=====

[3]
103
Properties=species:S:1:pos:R:3:forces:R:3:mulliken_charge:R:1 method="wB97M-V/def2-TZVPD" gap_ev=10.39 spin_multiplicity=1 largest_force_ev_per_a=1.755
C -2.0741 -1.7092 2.3915 -0.33 1.04 0.55 -0.864
C -1.7847 -0.5615 1.3744 -0.27 -1.29 -0.25 -0.010
Br -3.2360 0.7885 1.5996 0.34 -0.09 -0.08 -0.168
C -1.7482 -1.0150 -0.1084 0.12 0.39 -0.05 -0.795
Si -0.4882 -2.4394 -0.3453 0.15 0.79 1.50 0.432
C 1.0896 -1.9360 0.6300 -0.15 0.33 -0.65 -0.985
C 1.7767 -0.6611 0.0501 0.89 -0.65 1.37 -0.613
C 3.0559 -0.3546 0.9101 -0.23 -0.25 -0.02 -0.189
Cl 2.8243 1.1333 1.9449 0.24 -0.50 -0.49 -0.259
H -2.3374 -1.2101 3.3446 0.17 -0.35 -0.34 0.486
H -1.1890 -2.3255 2.6165 -0.31 0.11 -0.43 0.322
H -2.9530 -2.3260 2.1299 0.68 0.28 -0.16 -0.108
H -0.8477 -0.0560 1.6422 -0.44 0.06 -0.05 0.232
H -2.7490 -1.3234 -0.4642 0.35 0.04 0.34 0.523
H -1.4726 -0.1418 -0.7350 -0.05 -0.43 0.24 0.418
H -1.0460 -3.5969 0.3992 -0.02 -0.23 -0.35 -0.204
H -0.2059 -2.7467 -1.7510 -0.01 -0.06 -0.22 -0.253
H 1.8022 -2.7813 0.6464 -0.23 0.33 -0.01 0.530
H 0.8211 -1.7130 1.6799 0.02 -0.27 -0.38 0.362
H 2.1200 -0.8146 -0.9779 -0.43 0.09 0.18 0.325
H 1.1214 0.2157 0.1503 0.11 -0.34 -0.46 0.437
H 3.9657 -0.2541 0.2985 -0.37 0.39 0.24 0.006
H 3.2574 -1.1687 1.6256 -0.17 0.37 -0.29 0.413
C -5.3456 -4.7593 1.7745 -0.08 -0.05 -0.12 0.019
Cl -3.8568 -5.2813 2.5736 0.05 0.17 0.04 -0.150
Cl -5.5060 -2.9997 1.8087 -0.17 0.02 -0.07 -0.149
H -5.3219 -5.0883 0.7403 0.11 0.05 0.04 0.210
H -6.1931 -5.2027 2.2846 0.05 0.04 0.07 0.072
C -4.2690 3.6275 -1.0922 0.03 0.00 0.11 0.458
Cl -4.5487 2.9401 -2.6993 0.00 -0.16 0.02 -0.178
Cl -3.2474 5.0675 -1.1762 -0.01 0.00 0.07 -0.181
H -5.2224 3.8991 -0.6584 0.01 0.04 -0.15 -0.019
H -3.7779 2.8829 -0.4732 0.04 0.01 -0.11 -0.128
C 3.9729 1.5670 -2.4381 -0.02 0.21 0.11 0.214
Cl 2.2171 1.4602 -2.2853 0.01 0.34 -0.24 -0.141
Cl 4.6701 0.0186 -2.9318 0.07 -0.14 -0.03 -0.181
H 4.2208 2.3164 -3.1795 -0.04 -0.05 -0.07 0.250
H 4.3881 1.8453 -1.4766 -0.03 -0.09 0.01 -0.160
C -6.3364 -6.8970 4.9848 0.00 0.16 0.06 0.096
Cl -7.3022 -7.3778 3.5802 -0.04 0.04 -0.03 -0.178
Cl -5.9666 -8.2826 6.0187 0.01 0.05 0.07 -0.156
H -5.4052 -6.4600 4.6369 0.01 -0.15 -0.05 0.133
H -6.8967 -6.1690 5.5650 0.01 -0.22 -0.18 0.081
C 7.5244 -0.2199 -0.7695 0.13 -0.04 -0.08 -0.365
Cl 6.9243 1.3550 -0.2372 0.22 -0.50 -0.03 -0.065
Cl 6.9913 -1.5153 0.3112 0.02 -0.06 -0.01 -0.158
H 7.1469 -0.4169 -1.7669 -0.11 0.03 0.10 0.219
H 8.6094 -0.1951 -0.7795 -0.05 0.02 0.14 0.374
C 5.6802 5.5233 -1.5885 -0.02 0.18 0.04 -0.355
Cl 4.6665 5.2093 -3.0001 -0.07 -0.04 0.15 -0.096
Cl 5.9208 4.0659 -0.6110 -0.12 0.57 -0.06 -0.098
H 6.6482 5.8791 -1.9264 -0.02 -0.13 -0.03 0.260
H 5.2000 6.2796 -0.9765 -0.06 -0.11 -0.01 0.307
C 4.8757 6.7819 -6.8246 0.05 -0.03 0.27 -0.108
Cl 3.7215 5.4737 -6.5267 -0.07 0.01 -0.07 -0.174
Cl 6.1429 6.8167 -5.5904 0.15 0.17 -0.15 -0.166
H 5.3346 6.6289 -7.7878 0.10 -0.14 0.07 0.121
H 4.3456 7.7269 -6.8102 0.00 -0.05 0.09 0.297
C 8.3309 1.1806 3.2812 -0.12 -0.04 -0.06 0.102
Cl 9.2194 2.5658 2.6343 -0.05 0.01 -0.05 -0.153
Cl 9.2013 0.4180 4.6178 -0.05 -0.05 0.01 -0.169
H 7.3655 1.5213 3.6404 0.09 0.05 0.04 0.257
H 8.1950 0.4508 2.4896 0.09 0.03 0.03 -0.048
C -7.2315 -6.1489 8.5610 -0.12 -0.12 0.01 0.006
Cl -7.7192 -5.6939 10.1973 -0.06 0.02 -0.03 -0.158
Cl -6.9374 -4.7226 7.5540 0.01 0.14 0.10 -0.184
H -6.3211 -6.7303 8.6148 0.05 0.12 0.03 0.043
H -8.0234 -6.7388 8.1105 -0.03 0.12 0.03 0.308
C 5.0647 8.8667 -10.0774 -0.01 0.11 -0.15 -0.287
Cl 3.9432 7.5425 -9.7123 -0.12 0.16 -0.35 -0.154
Cl 6.3784 8.9800 -8.9005 -0.02 0.02 -0.03 -0.111
H 5.4933 8.6964 -11.0595 0.02 -0.09 0.08 0.290
H 4.5118 9.8002 -10.0714 -0.01 -0.07 0.10 0.293
C 9.3989 11.9842 -9.4100 0.04 0.08 0.06 -0.256
Cl 8.3326 11.5904 -10.7639 0.01 0.11 -0.08 -0.143
Cl 9.7177 10.5669 -8.4040 0.06 0.05 0.05 -0.140
H 10.3401 12.3543 -9.8024 -0.03 -0.12 -0.04 0.283
H 8.9248 12.7467 -8.8012 -0.07 -0.11 -0.01 0.252
C -4.4395 -7.1306 11.9856 -0.05 0.09 0.13 -0.210
Cl -2.7838 -6.5788 11.7109 -0.02 0.02 0.07 -0.154
Cl -5.1063 -7.9192 10.5515 0.11 -0.22 0.10 -0.133
H -4.4415 -7.8397 12.8066 0.06 -0.05 -0.11 0.296
H -5.0589 -6.2739 12.2314 0.03 0.00 -0.13 0.206
C -7.0644 2.5631 1.9202 -0.05 -0.10 0.11 -0.251
Cl -7.3412 1.8820 0.3124 -0.01 -0.05 0.01 -0.135
Cl -6.0484 4.0077 1.8418 -0.02 0.04 0.21 -0.140
H -8.0201 2.8304 2.3584 0.03 0.07 -0.11 0.320
H -6.5677 1.8194 2.5352 0.08 0.03 -0.11 0.220
C -6.3767 4.4096 -5.4890 0.01 -0.04 0.11 0.114
Cl -5.7851 3.7156 -7.0039 0.01 -0.08 0.02 -0.160
Cl -6.7603 6.1260 -5.6696 -0.03 0.01 0.07 -0.162
H -7.2747 3.8799 -5.1886 -0.01 0.06 -0.11 0.273
H -5.6091 4.2998 -4.7305 -0.01 0.10 -0.12 -0.061
C -2.4217 -8.6190 2.4077 -0.09 0.04 0.08 -0.031
Cl -1.5171 -9.7758 3.3927 0.09 0.02 -0.03 -0.184
Cl -4.1382 -8.6120 2.8288 -0.04 -0.19 -0.06 -0.083
H -2.0163 -7.6256 2.5722 -0.04 -0.05 0.06 0.187
H -2.3204 -8.8912 1.3669 -0.10 -0.11 0.07 0.098
C -1.2987 -6.9133 -1.1377 0.08 0.11 -0.11 0.165
Cl -0.3994 -8.0740 -0.1519 0.22 0.08 -0.17 -0.163
Cl -3.0181 -6.9082 -0.7243 -0.03 0.03 -0.05 -0.123
H -0.8939 -5.9207 -0.9669 -0.06 -0.05 0.12 -0.184
H -1.1910 -7.1848 -2.1825 -0.06 -0.09 0.07 0.321

=====

Number 1: energy -15539.1145 eV. Number 2: energy -17031.0353 eV. Number 3: energy -514720.7783 eV.